Record 1
This record from the Open Molecules 2025 dataset describes a molecular structure, C4H3O2Tb. The level of theory is ωB97M-V/def2-TZVPD.

Last column: Mulliken charge in e.
Geometry (Å):
O 1.2969 -1.3547 0.6789  -0.6182
C 0.6270 -1.0598 -0.4002  -0.4890
C -0.8456 -1.0517 -0.3035  0.0363
C -1.0362 0.4703 -0.1165  -0.8790
C -0.2577 1.4982 0.3014  0.1652
H -1.2436 -1.6112 0.5659  0.2420
H -1.3217 -1.3781 -1.2408  0.2339
H -0.7861 2.4334 0.5722  0.3081
Tb 2.4740 0.3142 -0.2891  1.6858
O 1.0930 1.7395 0.2316  -0.6851

Results
HOMO level (spin up / spin down) ... -6.2 / -5.6 eV
LUMO energy (spin up / spin down) ... -1.9 / -1.2 eV
Energy relative to the best compared isomer or geometry (same formula, charge and spin) ... 44.39 kJ/mol
Gap between HOMO and LUMO (spin up / spin down) ... 4.343 / 4.420 eV
Expectation value of S² ... 12.9619
Spin multiplicity ... 7

Record 2
This record from the Open Molecules 2025 dataset describes a molecular structure, C4H3O5Rb. The level of theory is ωB97M-V/def2-TZVPD.

Last column: Mulliken charge in e.
Geometry (Å):
C -0.9276 -0.3015 1.3816  -1.1808
C 0.2772 0.2498 1.3074  0.1326
O 1.2002 -0.3609 0.3747  -0.2019
C 2.0559 0.3693 -0.3158  0.5887
O 2.4271 1.4856 -0.0422  -0.5319
O 2.3362 -0.2748 -1.4480  -0.4152
H -1.4929 0.1259 2.2222  0.1828
H 0.6541 1.2305 1.6111  0.3356
H 3.2901 -0.4207 -1.4954  0.3413
O -3.8329 0.9837 -0.5983  -0.3420
O -2.4403 -0.5167 -1.6345  -0.3706
C -2.9445 0.3303 -0.9850  0.6896
Rb -0.6024 -2.9004 -0.3777  0.7717

Results
HOMO level ... -7.0 eV
LUMO energy ... -0.8 eV
Energy relative to the best compared isomer or geometry (same formula, charge and spin) ... 214.63 kJ/mol
Gap between HOMO and LUMO ... 6.201 eV

Record 3
This record from the Open Molecules 2025 dataset describes a molecular structure, C4H3O6Pm. The level of theory is ωB97M-V/def2-TZVPD.

Last column: Mulliken charge in e.
Geometry (Å):
C 0.0598 0.6633 2.0409  -0.6995
C 1.1186 0.1099 1.4616  0.2121
O 0.9766 -0.7360 0.3866  -0.3930
C 1.7985 -1.8989 0.2147  0.7625
O 2.6526 -2.1675 1.0174  -0.4362
O 1.4214 -2.4383 -0.8673  -0.6592
H -0.9556 0.3952 1.7459  0.1630
H 2.1576 0.2849 1.7405  0.3264
H 0.2141 1.3548 2.8670  0.2740
O -2.1125 2.0486 -1.1423  -0.4513
O -2.9037 2.0787 -3.0789  -0.3196
O -1.9217 0.2031 -2.3974  -0.7181
C -2.2975 1.3959 -2.2063  0.7955
Pm -0.2083 -1.2936 -1.7825  2.1434

Results
HOMO level (spin up / spin down) ... -14.0 / -14.0 eV
LUMO energy (spin up / spin down) ... -7.7 / -6.7 eV
Net charge ... +1
Gap between HOMO and LUMO (spin up / spin down) ... 6.299 / 7.311 eV
Expectation value of S² ... 8.7650
Spin multiplicity ... 6